# C44H48N5O5PPbS2Te

C44H48N5O5PPbS2Te as an isolated structure (wB97M-V/def2-TZVPD, OMol25).

For the maximum force, the calculation gives 0.6 eV/Å. As for the expectation value of S²: 0.77. The calculation puts the HOMO energy (alpha / beta) at -9.82 / -10.55 eV. Its multiplicity is 2. The charge is +1. The HOMO-LUMO gap (alpha / beta) comes out at 7.74 / 7.10 eV. The LUMO energy (alpha / beta) comes out at -2.076 / -3.442 eV. The value obtained for the total energy is -3953.87754 hartree.

Structure (XYZ):
```
107
Properties=species:S:1:pos:R:3:lowdin_spin:R:1
Pb 0.18 -0.51 -1.92 0.004
O -2.32 -3.09 0.81 -0.001
S -2.06 -1.77 0.31 0.001
O -1.80 -0.84 1.68 0.012
O -0.59 -1.70 -0.21 0.014
O -2.29 1.62 0.11 0.001
N -2.39 0.05 -4.32 0.000
P -2.42 0.75 -2.74 -0.001
C -4.20 0.95 -2.49 0.000
C -4.84 0.25 -1.48 0.000
C -6.22 0.33 -1.33 0.000
C -6.96 1.12 -2.20 0.000
C -6.33 1.84 -3.21 0.000
C -4.95 1.75 -3.35 0.000
C -1.81 2.42 -3.12 0.000
C -0.72 2.55 -3.97 0.000
C -0.14 3.80 -4.19 0.000
C -0.65 4.92 -3.55 0.000
C -1.74 4.79 -2.71 0.000
C -2.32 3.55 -2.48 0.000
C -1.95 -1.21 -4.67 0.000
C -2.37 -1.79 -5.88 0.000
C -1.91 -3.04 -6.20 0.000
C -1.05 -3.72 -5.33 0.000
C -0.69 -3.07 -4.17 0.000
N -1.12 -1.85 -3.84 0.001
H -3.02 0.47 -5.00 0.000
H -4.26 -0.36 -0.80 0.000
H -6.71 -0.22 -0.54 0.000
H -8.03 1.19 -2.08 0.000
H -6.90 2.46 -3.88 0.000
H -4.46 2.34 -4.13 0.000
H -0.33 1.69 -4.50 0.000
H 0.71 3.89 -4.86 0.000
H -0.21 5.89 -3.73 0.000
H -2.15 5.66 -2.21 0.000
H -3.16 3.45 -1.81 0.000
H -3.05 -1.25 -6.53 0.000
H -2.23 -3.51 -7.13 0.000
H -0.69 -4.71 -5.55 0.000
H -0.04 -3.55 -3.45 0.000
C 2.26 2.38 -0.59 0.030
C 1.47 1.57 0.41 0.038
O 1.93 1.41 1.58 0.049
N 0.33 1.03 0.02 0.421
Te -0.04 -0.02 2.00 0.171
C 0.25 -1.19 3.83 0.197
C 1.51 -1.76 3.97 0.011
C 2.66 -1.55 3.03 0.010
C 1.74 -2.55 5.10 0.007
C 0.75 -2.77 6.05 -0.005
C 1.01 -3.65 7.24 -0.001
C -0.49 -2.18 5.86 0.012
C -0.78 -1.38 4.75 0.027
C -2.17 -0.82 4.63 0.003
C -0.80 1.75 2.87 -0.013
C -1.96 2.38 2.40 -0.002
C -2.90 1.82 1.37 0.000
C -2.30 3.62 2.94 0.000
C -1.55 4.23 3.93 0.000
C -1.93 5.57 4.49 0.000
C -0.42 3.57 4.39 0.000
C -0.02 2.33 3.88 -0.002
C 1.19 1.68 4.50 0.000
H 2.98 3.00 -0.08 0.002
H 1.59 3.00 -1.20 0.000
H 2.79 1.69 -1.26 0.001
H 2.37 -1.21 2.03 0.007
H 3.21 -2.49 2.90 0.000
H 3.36 -0.81 3.43 0.000
H 2.72 -3.00 5.23 0.001
H 2.07 -3.69 7.48 0.000
H 0.67 -4.67 7.04 0.000
H 0.47 -3.29 8.12 0.000
H -1.27 -2.34 6.59 0.002
H -2.63 -0.77 5.62 0.000
H -2.79 -1.46 4.00 0.000
H -2.19 0.18 4.20 0.000
H -1.32 1.70 0.19 -0.001
H -3.72 2.53 1.24 0.000
H -3.32 0.88 1.71 0.000
H -3.20 4.11 2.57 0.000
H -2.86 5.93 4.06 0.000
H -1.15 6.31 4.29 0.000
H -2.05 5.52 5.57 0.000
H 0.18 4.02 5.16 0.000
H 1.75 2.43 5.06 0.000
H 1.87 1.26 3.76 0.000
H 0.89 0.89 5.19 0.000
N 3.67 -2.08 -3.16 0.000
C 3.65 -2.50 -1.88 0.000
S 2.29 -2.35 -0.89 0.003
N 4.75 -3.08 -1.39 0.000
C 6.00 -3.29 -2.04 0.000
C 6.60 -4.54 -1.93 0.000
C 7.83 -4.77 -2.51 0.000
C 8.47 -3.76 -3.21 0.000
C 7.88 -2.51 -3.31 0.000
C 6.65 -2.26 -2.72 0.000
H 2.80 -1.79 -3.57 0.000
H 4.42 -2.34 -3.77 0.000
H 4.64 -3.46 -0.46 0.000
H 6.09 -5.33 -1.39 0.000
H 8.29 -5.74 -2.42 0.000
H 9.43 -3.94 -3.67 0.000
H 8.38 -1.71 -3.84 0.000
H 6.22 -1.27 -2.75 0.000
```

=====

# C5H8N2O3S

A 2-piece molecular cluster, C5H8N2O3S overall (wB97M-V/def2-TZVPD, OMol25).

For the maximum force, the calculation gives 3.4 eV/Å. The calculation puts the HOMO energy at -9.09 eV. Its multiplicity is 1. The charge is 0. The HOMO-LUMO gap comes out at 9.02 eV. The LUMO energy comes out at -0.062 eV. The value obtained for the total energy is -928.64751 hartree.

Structure (XYZ):
```
19
Properties=species:S:1:pos:R:3:mulliken_charge:R:1
C 2.54 0.60 1.17 -0.264
C 2.87 1.34 0.11 -0.177
C 1.56 -0.15 -0.50 0.652
C 0.32 -1.93 -1.11 -0.236
C -1.82 0.88 0.82 -0.927
N 1.63 -0.39 0.77 -0.448
N 0.79 -0.79 -1.38 -0.406
O -2.70 -1.29 -0.25 -0.477
O -3.31 0.92 -1.31 -0.568
O 2.14 1.00 -0.97 -0.326
S -2.12 0.17 -0.87 0.562
H 2.98 0.50 2.21 0.334
H 3.52 2.23 0.03 0.363
H -3.61 -0.97 0.12 0.322
H 0.68 -2.68 -0.35 0.262
H -0.29 -2.38 -1.88 0.303
H -1.10 0.20 1.38 0.286
H -1.34 1.82 0.65 0.291
H -2.72 0.92 1.38 0.455
```

=====

# C5H8O3

A single C5H8O3 molecule (wB97M-V/def2-TZVPD, OMol25).

For the maximum force, the calculation gives 5.6 eV/Å. The calculation puts the HOMO energy at -7.64 eV. Its multiplicity is 1. The charge is 0. The HOMO-LUMO gap comes out at 8.12 eV. The structure (SMILES) is CO/C(C=O)=C(\C)O. The LUMO energy comes out at 0.477 eV. The value obtained for the total energy is -420.94794 hartree.

Structure (XYZ):
```
16
Properties=species:S:1:pos:R:3:mulliken_charge:R:1
C 1.60 -1.59 -0.26 0.027
C 0.64 -0.59 0.12 0.277
C -0.74 -0.97 0.01 0.439
C -1.82 0.03 0.16 -1.093
C 2.01 1.34 0.51 -0.759
O 2.82 -1.46 -0.16 -0.564
O -0.99 -2.27 -0.05 -0.457
O 0.74 0.71 0.38 -0.369
H 1.24 -2.54 -0.64 0.400
H -1.67 0.94 -0.54 0.248
H -1.67 0.57 1.10 0.280
H -2.84 -0.39 0.08 0.405
H 2.60 0.59 0.86 0.396
H 1.72 2.08 1.24 0.247
H 2.25 1.69 -0.54 0.242
H -1.92 -2.38 0.11 0.280
```

=====

# C3H7N2

An isolated ion of composition C3H7N2 and charge +1 (wB97M-V/def2-TZVPD, OMol25).

For the maximum force, the calculation gives 6.5 eV/Å. The calculation puts the HOMO energy at -16.34 eV. Its multiplicity is 1. The charge is +1. The HOMO-LUMO gap comes out at 9.92 eV. The structure (SMILES) is CC(C)=[N+]=N. The LUMO energy comes out at -6.420 eV. The value obtained for the total energy is -227.63258 hartree.

Structure (XYZ):
```
12
Properties=species:S:1:pos:R:3:mulliken_charge:R:1
C 0.31 -0.09 0.08 0.621
C -0.53 -1.33 0.10 -0.904
C -0.31 1.37 0.11 -1.001
N 2.87 -0.07 0.02 -0.488
N 1.56 -0.11 -0.08 0.358
H -1.48 -0.94 -0.25 0.325
H 0.03 -1.94 -0.65 0.336
H -0.81 -1.64 1.08 0.344
H -0.76 1.44 -0.86 0.372
H 0.56 2.05 0.13 0.340
H -0.86 1.30 0.98 0.368
H 3.39 -0.25 -0.88 0.328
```

=====

# C37H33NO2P2PtS2Te

C37H33NO2P2PtS2Te as an isolated structure (wB97M-V/def2-TZVPD, OMol25).

For the maximum force, the calculation gives 1.6 eV/Å. The calculation puts the HOMO energy (alpha / beta) at -6.77 / -6.76 eV. Its multiplicity is 1. The charge is 0. The HOMO-LUMO gap (alpha / beta) comes out at 5.39 / 5.40 eV. The LUMO energy (alpha / beta) comes out at -1.379 / -1.365 eV. The value obtained for the total energy is -3501.50416 hartree.

Structure (XYZ):
```
79
Properties=species:S:1:pos:R:3:mulliken_charge:R:1
Pt -0.02 1.23 -1.16 1.004
O 1.95 -0.53 2.43 -0.755
P 1.13 -1.56 3.13 1.542
C 1.30 -3.18 2.34 -1.417
P 1.10 -3.03 0.53 1.291
O -0.14 -2.31 0.12 -0.394
C 2.59 -2.25 -0.11 0.513
C 3.87 -2.77 0.09 -0.432
C 4.98 -2.09 -0.40 -0.797
C 4.81 -0.91 -1.10 -0.664
C 3.54 -0.39 -1.31 -0.386
C 2.43 -1.06 -0.82 0.262
C 1.12 -4.75 -0.03 0.452
C 2.03 -5.71 0.41 -0.366
C 2.02 -6.98 -0.14 -0.744
C 1.10 -7.30 -1.13 -0.523
C 0.18 -6.36 -1.56 -0.456
C 0.19 -5.08 -1.01 -0.488
C -0.63 -1.18 3.17 0.184
C -1.53 -2.02 3.83 -0.519
C -2.88 -1.68 3.88 -0.793
C -3.32 -0.51 3.28 -0.478
C -2.42 0.33 2.63 -0.586
C -1.07 -0.01 2.57 -0.039
C 1.60 -1.77 4.86 0.496
C 1.35 -0.68 5.70 -0.647
C 1.80 -0.69 7.00 -0.639
C 2.51 -1.79 7.48 -0.452
C 2.77 -2.87 6.66 -0.687
C 2.32 -2.85 5.34 -0.271
H 0.54 -3.88 2.68 0.516
H 2.30 -3.56 2.55 0.472
H 4.01 -3.69 0.64 0.131
H 5.97 -2.49 -0.23 0.416
H 5.68 -0.38 -1.49 0.389
H 3.41 0.55 -1.84 0.268
H 1.43 -0.64 -0.94 -0.062
H 2.74 -5.47 1.19 0.157
H 2.73 -7.72 0.20 0.404
H 1.10 -8.30 -1.57 0.379
H -0.55 -6.61 -2.32 0.436
H -0.53 -4.33 -1.32 0.309
H -1.18 -2.93 4.31 0.345
H -3.58 -2.33 4.38 0.423
H -4.36 -0.24 3.33 0.420
H -2.75 1.26 2.19 0.491
H -0.36 0.62 2.06 0.369
H 0.81 0.18 5.31 0.392
H 1.61 0.16 7.65 0.394
H 2.86 -1.79 8.51 0.377
H 3.33 -3.71 7.03 0.400
H 2.53 -3.70 4.70 0.278
S -1.69 2.76 -0.58 -0.435
C -0.70 4.15 -0.18 0.465
C -1.25 5.44 -0.23 -0.685
C -0.50 6.53 0.16 -0.535
C 0.81 6.35 0.60 -0.587
C 1.36 5.08 0.63 -0.660
C 0.60 3.98 0.22 0.501
S 1.28 2.37 0.26 -0.183
H -2.27 5.56 -0.58 0.412
H -0.93 7.52 0.11 0.357
H 1.40 7.20 0.91 0.356
H 2.37 4.93 0.97 0.418
Te 0.95 2.33 -3.22 -0.326
C -3.06 -3.93 -3.41 -1.612
C -2.41 -2.65 -2.96 1.077
C -1.23 -2.19 -3.53 -0.780
C -0.64 -1.03 -3.05 -0.045
N -1.18 -0.32 -2.06 -0.320
C -2.33 -0.74 -1.52 -0.262
C -2.96 -1.89 -1.93 -0.609
H -2.45 -4.43 -4.16 0.350
H -4.04 -3.73 -3.84 0.423
H -3.20 -4.61 -2.56 0.343
H -0.75 -2.74 -4.33 0.371
H 0.28 -0.65 -3.47 0.279
H -2.73 -0.14 -0.71 0.337
H -3.88 -2.20 -1.45 0.439
```

=====

# C5H4O3

A single C5H4O3 molecule (wB97M-V/def2-TZVPD, OMol25).

For the maximum force, the calculation gives 12.0 eV/Å. The calculation puts the HOMO energy at -9.02 eV. Its multiplicity is 1. The charge is 0. The HOMO-LUMO gap comes out at 9.63 eV. The structure (SMILES) is O=C1OC=C/C1=C/O. The LUMO energy comes out at 0.611 eV. The value obtained for the total energy is -418.53725 hartree.

Structure (XYZ):
```
12
Properties=species:S:1:pos:R:3:mulliken_charge:R:1
C -0.75 -1.42 -0.24 -0.005
C 0.04 -0.51 0.10 0.349
C 0.64 0.22 1.28 -0.367
C 0.97 1.43 1.02 -0.563
C -0.05 0.68 -0.74 0.576
H -1.00 -0.75 -2.15 0.485
H -1.14 -2.07 0.60 0.271
H 0.95 -0.49 2.14 0.276
H 1.42 2.13 1.55 0.524
O -1.20 -1.56 -1.40 -0.569
O 0.37 1.87 -0.20 -0.311
O -0.25 0.46 -1.95 -0.667
```

=====

# C50H32BrIN4W

C50H32BrIN4W as an isolated structure (wB97M-V/def2-TZVPD, OMol25).

For the maximum force, the calculation gives 0.6 eV/Å. As for the expectation value of S²: 2.08. The calculation puts the HOMO energy (alpha / beta) at -12.65 / -12.66 eV. Its multiplicity is 3. The charge is +2. The HOMO-LUMO gap (alpha / beta) comes out at 5.35 / 5.47 eV. The LUMO energy (alpha / beta) comes out at -7.299 / -7.187 eV. The value obtained for the total energy is -5081.91608 hartree.

Structure (XYZ):
```
89
Properties=species:S:1:pos:R:3:lowdin_spin:R:1
W 0.13 0.31 -0.04 1.667
C -5.19 5.70 -1.19 0.001
C -4.28 5.57 -2.22 0.000
C -3.28 4.60 -2.14 0.001
C -3.22 3.75 -1.04 0.002
C -4.15 3.89 -0.01 0.001
C -5.13 4.86 -0.08 0.000
C -2.18 2.69 -0.95 0.020
C -0.83 3.05 -0.91 -0.004
C -0.35 4.37 -1.04 0.020
C 1.01 4.31 -1.13 -0.013
C 1.40 2.96 -0.98 0.034
N 0.25 2.17 -0.86 0.013
C 2.73 2.54 -0.84 -0.036
C 3.10 1.28 -0.43 0.031
C 4.45 0.84 -0.22 0.028
C 4.40 -0.44 0.21 0.025
C 3.01 -0.82 0.25 0.035
C 2.53 -2.11 0.44 -0.029
C 3.51 -3.16 0.86 -0.004
C 3.93 -4.11 -0.07 -0.002
C 4.85 -5.08 0.30 0.000
C 5.36 -5.10 1.59 -0.001
C 4.94 -4.15 2.52 0.000
C 4.02 -3.18 2.15 -0.002
C 1.23 -2.50 0.16 0.041
N 0.19 -1.67 -0.31 0.002
C -0.89 -2.53 -0.60 -0.011
C -2.14 -2.16 -1.05 0.024
C -3.11 -3.24 -1.38 0.003
C -2.87 -4.08 -2.46 0.002
C -3.77 -5.09 -2.77 0.000
C -4.91 -5.27 -1.99 0.001
C -5.15 -4.43 -0.91 0.000
C -4.26 -3.42 -0.60 0.001
C -2.56 -0.83 -1.15 0.002
C -3.85 -0.41 -1.57 0.020
C -3.90 0.94 -1.44 0.009
C -2.61 1.37 -0.99 0.016
N -1.80 0.27 -0.80 0.032
C -0.51 -3.86 -0.26 0.026
C 0.76 -3.84 0.22 -0.019
N 2.23 0.25 -0.10 0.027
C 3.81 3.53 -1.12 -0.005
C 4.48 3.50 -2.34 -0.002
C 5.49 4.41 -2.59 0.000
C 5.83 5.36 -1.64 0.000
C 5.16 5.39 -0.42 0.000
C 4.15 4.48 -0.16 -0.002
H -5.96 6.46 -1.25 0.000
H -4.33 6.21 -3.09 0.000
H -2.58 4.48 -2.96 0.000
H -4.10 3.24 0.85 0.000
H -5.85 4.97 0.72 0.000
H -0.97 5.26 -1.05 0.001
H 1.70 5.13 -1.25 -0.001
H 5.32 1.45 -0.39 0.001
H 5.21 -1.10 0.45 0.001
H 3.53 -4.09 -1.08 0.000
H 5.18 -5.81 -0.42 0.000
H 6.08 -5.85 1.88 0.000
H 5.34 -4.17 3.52 0.000
H 3.70 -2.43 2.87 0.000
H -1.98 -3.94 -3.07 0.000
H -3.58 -5.73 -3.62 0.000
H -5.61 -6.06 -2.23 0.000
H -6.03 -4.58 -0.30 0.000
H -4.44 -2.77 0.24 0.000
H -4.63 -1.06 -1.93 0.001
H -4.71 1.61 -1.68 0.001
H -1.16 -4.71 -0.35 0.002
H 1.35 -4.66 0.58 -0.001
H 4.21 2.76 -3.08 0.000
H 6.01 4.38 -3.54 0.000
H 6.62 6.07 -1.84 0.000
H 5.43 6.13 0.32 0.000
H 3.63 4.51 0.79 0.000
Br -3.09 0.65 2.46 0.009
C -2.24 -0.57 3.61 0.001
C -3.03 -1.41 4.39 0.001
C -2.43 -2.31 5.26 -0.001
C -1.06 -2.38 5.37 0.001
C -0.25 -1.56 4.60 0.000
C -0.86 -0.66 3.73 0.014
I 0.47 0.60 2.69 0.018
H -4.10 -1.35 4.31 0.000
H -3.06 -2.95 5.87 0.000
H -0.60 -3.08 6.05 0.000
H 0.82 -1.61 4.68 0.000
```

=====

# CH6N2OP2S

A single CH6N2OP2S molecule (wB97M-V/def2-TZVPD, OMol25).

For the maximum force, the calculation gives 3.0 eV/Å. The calculation puts the HOMO energy at -8.16 eV. Its multiplicity is 1. The charge is 0. The HOMO-LUMO gap comes out at 7.06 eV. The structure (SMILES) is [H]/P=N/P(NC)SO. The LUMO energy comes out at -1.094 eV. The value obtained for the total energy is -1307.26819 hartree.

Structure (XYZ):
```
13
Properties=species:S:1:pos:R:3:mulliken_charge:R:1
C 1.83 -0.72 0.67 -0.789
N -1.76 0.77 -0.15 -0.102
N 0.70 -0.28 -0.28 -0.384
O -3.25 -1.61 0.15 -0.484
P -0.76 -0.33 0.63 0.189
P -3.05 1.64 0.08 -0.007
S -1.71 -2.18 -0.16 -0.039
H 2.46 -1.38 0.11 0.337
H 2.22 0.18 1.10 0.284
H 1.53 -1.15 1.68 0.302
H 0.75 -0.88 -1.05 0.295
H -3.77 -1.29 -0.59 0.333
H -2.97 2.19 -1.21 0.063
```